# C5H7N

The molecule C5H7N at a distorted geometry (ωB97M-V/def2-TZVPD, the Open Molecules 2025 dataset).

Last column: Mulliken charge in e.
Geometry (Å):
C (2.841, -0.182, -0.054)  0.30
C (1.713, 0.175, -0.297)  -0.70
C (0.413, 0.614, -0.784)  -0.38
N (-0.487, 1.491, 0.002)  -0.58
C (-0.922, 0.130, -0.277)  0.35
C (-1.461, -0.920, 0.692)  -1.15
H (3.836, -0.516, 0.160)  0.43
H (0.447, 0.939, -1.817)  0.32
H (0.180, 1.674, 0.734)  0.27
H (-1.586, 0.158, -1.141)  0.22
H (-1.006, -0.946, 1.684)  0.32
H (-2.526, -0.683, 0.832)  0.31
H (-1.442, -1.933, 0.265)  0.29

Computed properties:
Kohn-Sham gap	0.3731	Eh
E_HOMO	-0.334	Eh
SMILES	C#C[C@@H]1N[C@@H]1C
max |F|	1.8	eV/Å
multiplicity	1

# C8H7N3

The molecule C8H7N3 at a distorted geometry (ωB97M-V/def2-TZVPD, the Open Molecules 2025 dataset).

Last column: Mulliken charge in e.
Geometry (Å):
C (3.592, 0.416, -0.046)  0.08
C (-1.226, -1.140, 0.022)  -0.44
C (-1.258, 0.041, -0.622)  -0.55
C (-0.052, -1.567, 0.723)  -0.25
C (-0.135, 0.993, -0.532)  -0.29
C (1.085, -0.846, 0.654)  -0.68
C (1.148, 0.362, -0.122)  0.78
C (2.356, 0.857, -0.514)  -0.42
N (4.635, 0.106, 0.328)  -0.46
N (-0.613, 2.056, 0.617)  0.42
N (-0.831, 3.195, 0.455)  -0.76
H (-2.062, -1.818, -0.029)  0.40
H (-2.133, 0.359, -1.167)  0.39
H (-0.072, -2.511, 1.248)  0.40
H (-0.041, 1.635, -1.408)  0.34
H (2.008, -1.206, 1.081)  0.36
H (2.402, 1.731, -1.153)  0.36
H (-0.744, 1.519, 1.495)  0.31

Computed properties:
Kohn-Sham gap	0.2560	Eh
E_HOMO	-0.296	Eh
max |F|	2.0	eV/Å
multiplicity	1

# C4H8O

The molecule C4H8O (ωB97M-V/def2-TZVPD, the Open Molecules 2025 dataset).

Last column: Mulliken charge in e.
Geometry (Å):
C (0.454, -1.373, 1.076)  -1.21
C (0.635, -0.234, 0.077)  -0.27
C (-0.687, 0.353, -0.409)  -0.55
C (-0.525, 1.682, -1.109)  0.00
O (0.469, 2.365, -1.048)  -0.47
H (-0.124, -2.201, 0.648)  0.31
H (-0.072, -1.027, 1.974)  0.33
H (1.423, -1.772, 1.393)  0.34
H (1.226, 0.571, 0.525)  0.31
H (1.206, -0.583, -0.792)  0.28
H (-1.224, -0.334, -1.078)  0.32
H (-1.372, 0.528, 0.436)  0.28
H (-1.405, 2.027, -1.693)  0.34

Computed properties:
Kohn-Sham gap	0.4010	Eh
E_HOMO	-0.362	Eh
SMILES	CCCC=O
max |F|	0.5	eV/Å
multiplicity	1

# C33H32N9O5PSSe3Ti

A structure of composition C33H32N9O5PSSe3Ti at a distorted geometry (ωB97M-V/def2-TZVPD, the Open Molecules 2025 dataset).

Last column: Mulliken charge in e.
Geometry (Å):
Ti (0.362, -0.626, 0.225)  0.03
Se (-1.050, 2.934, 2.149)  -0.38
P (-0.687, 1.283, 3.446)  0.85
Se (0.746, -0.265, 2.872)  -0.52
C (-2.266, 0.441, 3.853)  0.18
C (-3.359, 1.230, 4.211)  -0.72
C (-4.563, 0.642, 4.558)  -0.72
C (-4.693, -0.742, 4.549)  -0.62
C (-3.612, -1.530, 4.191)  -0.57
C (-2.402, -0.941, 3.845)  0.07
C (-0.116, 1.842, 5.083)  0.72
C (0.158, 3.180, 5.328)  -0.47
C (0.629, 3.575, 6.574)  -0.60
C (0.823, 2.637, 7.574)  -0.43
C (0.545, 1.296, 7.333)  -0.66
C (0.082, 0.900, 6.091)  -0.53
H (-3.260, 2.309, 4.201)  0.42
H (-5.404, 1.264, 4.838)  0.42
H (-5.634, -1.200, 4.828)  0.41
H (-3.702, -2.610, 4.191)  0.46
H (-1.544, -1.553, 3.588)  0.34
H (-0.002, 3.904, 4.539)  0.26
H (0.846, 4.619, 6.757)  0.39
H (1.193, 2.947, 8.543)  0.38
H (0.695, 0.561, 8.112)  0.39
H (-0.120, -0.148, 5.901)  0.33
O (2.344, -0.629, 0.229)  -0.56
C (3.111, 0.301, -0.064)  -0.67
C (2.685, 1.568, -0.594)  0.79
C (3.688, 2.419, -1.088)  -0.50
C (3.330, 3.605, -1.665)  -0.63
C (1.992, 4.015, -1.750)  -0.34
C (1.002, 3.211, -1.253)  -0.53
C (1.311, 1.957, -0.680)  -0.28
O (0.345, 1.214, -0.240)  0.68
N (4.377, 4.465, -2.229)  1.03
O (4.021, 5.464, -2.822)  -0.63
O (5.534, 4.124, -2.071)  -0.63
H (4.187, 0.127, 0.056)  0.32
H (4.731, 2.139, -1.033)  0.54
H (1.764, 4.968, -2.204)  0.53
H (-0.036, 3.506, -1.295)  0.56
Se (-2.556, -3.857, -2.640)  0.00
N (-1.077, -4.294, -3.597)  -0.96
C (-0.144, -3.416, -3.263)  0.88
C (1.157, -3.384, -3.798)  -0.85
C (1.985, -2.332, -3.415)  -0.91
C (1.551, -1.414, -2.484)  -0.18
N (0.356, -1.444, -1.847)  0.95
C (-0.519, -2.403, -2.267)  0.08
N (-1.753, -2.464, -1.813)  -0.19
H (1.468, -4.145, -4.500)  0.44
H (2.968, -2.208, -3.849)  0.43
H (2.171, -0.551, -2.276)  0.18
C (-2.390, -4.358, 1.396)  -1.09
N (-2.678, -2.961, 1.097)  0.83
C (-3.944, -2.474, 0.967)  -0.56
C (-4.186, -1.187, 0.650)  -1.17
C (-3.057, -0.329, 0.454)  0.09
N (-1.831, -0.818, 0.601)  1.52
C (-1.633, -2.123, 0.845)  -0.15
O (-0.444, -2.532, 0.868)  -0.78
N (-3.187, 0.951, 0.162)  0.06
H (-3.330, -4.870, 1.583)  0.40
H (-1.750, -4.420, 2.275)  0.29
H (-1.880, -4.815, 0.549)  0.29
H (-4.737, -3.189, 1.132)  0.52
H (-5.195, -0.817, 0.563)  0.52
H (-4.089, 1.374, 0.051)  0.22
H (-2.359, 1.529, 0.093)  -0.07
S (-1.643, 1.020, -3.067)  -0.27
C (-1.196, 0.091, -4.389)  -0.25
N (0.008, 0.231, -4.975)  0.06
C (0.454, -0.532, -6.128)  -0.46
C (-0.757, -0.929, -6.957)  -0.83
C (-1.737, -1.668, -6.061)  -0.55
N (-2.009, -0.860, -4.883)  -0.02
H (0.586, 0.950, -4.578)  0.19
H (0.992, -1.426, -5.802)  0.13
H (1.144, 0.084, -6.704)  0.45
H (-0.455, -1.562, -7.790)  0.41
H (-1.232, -0.032, -7.360)  0.31
H (-1.326, -2.640, -5.767)  0.20
H (-2.679, -1.847, -6.579)  0.48
H (-2.881, -0.958, -4.392)  0.25

Computed properties:
<S²>	2.038
Kohn-Sham gap (alpha / beta)	0.1890 / 0.2409	Eh
E_HOMO (alpha / beta)	-0.219 / -0.279	Eh
max |F|	1.1	eV/Å
multiplicity	3

# C9H18Cl2GaO

A structure of composition C9H18Cl2GaO at a distorted geometry (ωB97M-V/def2-TZVPD, the Open Molecules 2025 dataset).

Last column: Mulliken charge in e.
Geometry (Å):
Ga (2.678, 0.241, 0.718)  -0.46
Cl (2.421, -1.922, 0.570)  -0.36
Cl (4.591, 1.239, 0.884)  -0.38
C (-2.791, 1.561, 0.518)  -1.33
H (-2.491, 1.832, -0.504)  0.35
H (-2.398, 2.331, 1.201)  0.34
C (-2.029, -0.706, -0.268)  -0.80
C (-2.322, 0.318, 0.820)  1.07
H (-2.174, -0.412, -1.310)  0.28
C (-2.007, -0.057, 2.213)  -0.66
H (-3.889, 1.677, 0.546)  0.22
C (-1.019, -1.232, 2.364)  -0.34
H (-1.624, 0.809, 2.774)  0.30
H (-2.937, -0.370, 2.719)  0.24
C (-1.451, -2.415, 1.515)  -0.80
H (-0.002, -0.933, 2.071)  -0.10
H (-0.977, -1.534, 3.421)  0.36
C (-1.512, -2.055, 0.008)  -0.37
H (-0.760, -3.252, 1.654)  0.28
H (-2.440, -2.753, 1.841)  0.34
H (-0.487, -2.160, -0.399)  0.18
H (-2.133, -2.803, -0.518)  0.33
C (2.537, 2.210, -2.992)  -1.11
C (3.354, 1.117, -2.350)  -0.10
O (2.510, 0.380, -1.449)  -0.14
H (1.694, 1.789, -3.551)  0.27
H (3.156, 2.775, -3.693)  0.36
H (2.146, 2.905, -2.245)  0.28
H (3.784, 0.432, -3.083)  0.28
H (4.165, 1.529, -1.741)  0.18
H (2.408, -0.541, -1.733)  0.26

Computed properties:
Kohn-Sham gap	0.1801	Eh
E_HOMO	-0.062	Eh
net charge	-1
max |F|	10.6	eV/Å
multiplicity	1

# C3H5BrS

The molecule C3H5BrS at a distorted geometry (ωB97M-V/def2-TZVPD, the Open Molecules 2025 dataset).

Last column: Mulliken charge in e.
Geometry (Å):
C (-0.376, 1.188, -0.839)  -0.80
C (-0.513, 0.303, 0.150)  0.24
Br (-2.256, -0.175, 0.663)  -0.14
C (0.573, -0.492, 0.930)  -0.56
S (0.865, -2.082, 0.037)  -0.17
H (-1.216, 1.604, -1.325)  0.29
H (0.461, 1.504, -1.352)  0.34
H (1.448, 0.266, 0.921)  0.28
H (0.158, -0.678, 1.971)  0.36
H (0.857, -1.437, -1.157)  0.16

Computed properties:
Kohn-Sham gap	0.3760	Eh
E_HOMO	-0.345	Eh
SMILES	C=C(Br)CS
max |F|	2.5	eV/Å
multiplicity	1

Repeat the third record exactly.
# C4H8O

The molecule C4H8O (ωB97M-V/def2-TZVPD, the Open Molecules 2025 dataset).

Last column: Mulliken charge in e.
Geometry (Å):
C (0.454, -1.373, 1.076)  -1.21
C (0.635, -0.234, 0.077)  -0.27
C (-0.687, 0.353, -0.409)  -0.55
C (-0.525, 1.682, -1.109)  0.00
O (0.469, 2.365, -1.048)  -0.47
H (-0.124, -2.201, 0.648)  0.31
H (-0.072, -1.027, 1.974)  0.33
H (1.423, -1.772, 1.393)  0.34
H (1.226, 0.571, 0.525)  0.31
H (1.206, -0.583, -0.792)  0.28
H (-1.224, -0.334, -1.078)  0.32
H (-1.372, 0.528, 0.436)  0.28
H (-1.405, 2.027, -1.693)  0.34

Computed properties:
Kohn-Sham gap	0.4010	Eh
E_HOMO	-0.362	Eh
SMILES	CCCC=O
max |F|	0.5	eV/Å
multiplicity	1